(1)
A 8-piece molecular cluster, C10H36N8O8 overall at a distorted geometry, computed with ωB97M-V/def2-TZVPD.

```
62
Properties=species:S:1:pos:R:3:forces:R:3
N 7.345000 21.814000 11.596000 3.70 5.82 -1.26
C 7.085000 21.060000 12.588000 2.29 1.44 8.58
N 6.123000 20.281000 12.327000 -2.59 -4.52 1.01
O 7.650000 21.264000 13.892000 -2.72 -1.36 -6.39
H 7.832000 22.652000 12.013000 -0.36 -0.83 -1.49
H 6.814000 21.918000 10.730000 -0.30 -0.08 0.42
H 5.814000 19.628000 13.091000 -0.08 0.57 -1.69
H 5.901000 20.103000 11.337000 -0.34 -0.07 0.59
N 5.991000 19.564000 15.449000 3.89 4.98 3.51
C 5.100000 18.750000 15.113000 -7.55 -1.08 7.01
N 5.329000 18.279000 13.949000 -2.69 -5.86 -6.01
O 3.997000 18.504000 15.937000 5.09 0.60 -4.55
H 5.817000 19.897000 16.401000 0.42 0.18 -0.55
H 6.634000 20.178000 14.841000 -0.47 -0.85 0.65
H 4.546000 17.587000 13.674000 1.96 1.39 0.31
H 6.268000 18.012000 13.646000 -0.43 -0.14 0.60
N 9.173000 20.798000 9.888000 -3.33 -0.60 2.71
C 10.313000 21.353000 9.573000 2.92 5.28 6.59
N 10.716000 20.925000 8.431000 4.55 0.26 -4.37
O 11.005000 22.297000 10.373000 -3.72 -5.07 -4.45
H 8.590000 21.105000 10.716000 1.50 -0.19 -1.13
H 8.620000 20.227000 9.253000 0.58 0.13 0.03
H 11.588000 21.315000 8.047000 -0.70 -0.34 0.53
H 10.285000 20.232000 7.860000 -0.23 -0.63 0.17
N 8.233000 22.010000 7.409000 2.24 -1.19 3.47
C 8.217000 22.410000 6.178000 -6.48 0.52 -4.67
N 9.236000 21.968000 5.452000 2.90 1.02 -3.56
O 7.094000 22.831000 5.506000 5.17 -1.03 3.54
H 7.526000 22.298000 8.031000 -1.09 0.33 0.48
H 9.094000 21.575000 7.886000 -2.16 1.81 -1.93
H 9.286000 22.443000 4.505000 -0.17 -1.08 1.68
H 10.168000 21.801000 5.850000 -0.85 0.33 -0.05
C 5.216000 17.072000 9.177000 -1.03 -0.89 -1.66
C 5.517000 18.028000 10.287000 0.56 -0.40 -1.17
O 5.398000 19.388000 9.769000 2.70 -0.93 1.77
H 4.210000 17.262000 8.724000 0.70 0.09 0.23
H 5.141000 16.023000 9.478000 0.21 0.14 0.39
H 5.967000 17.083000 8.349000 -0.52 0.31 0.72
H 6.536000 17.739000 10.595000 -0.09 1.18 0.06
H 4.883000 17.873000 11.139000 -0.57 0.14 0.41
H 4.599000 19.441000 9.304000 -1.94 0.07 -0.93
C 8.832000 18.308000 12.423000 1.04 -1.54 -0.45
C 10.363000 18.285000 12.285000 -1.03 0.18 0.48
O 10.758000 17.422000 13.314000 2.06 0.07 1.48
H 8.480000 18.978000 11.706000 -0.94 1.17 -1.11
H 8.532000 18.606000 13.414000 0.10 0.24 0.37
H 8.417000 17.308000 12.190000 0.22 0.33 0.20
H 10.737000 19.325000 12.346000 0.07 -0.47 0.23
H 10.731000 17.822000 11.380000 -0.31 0.26 -0.84
H 11.692000 17.614000 13.572000 -1.15 -0.32 -0.32
C 5.158000 23.365000 9.102000 -2.78 -0.08 3.10
O 5.919000 22.243000 8.857000 1.02 -0.58 0.43
H 4.202000 23.106000 9.696000 1.62 0.23 -0.08
H 4.709000 23.790000 8.293000 -0.56 1.11 -3.04
H 5.688000 24.155000 9.604000 0.55 -0.08 0.38
H 5.388000 21.630000 8.358000 -0.05 -0.40 -0.35
C 3.017000 21.267000 13.149000 0.07 -1.51 -1.65
O 3.859000 21.627000 12.081000 0.88 0.78 -0.19
H 2.472000 20.422000 12.732000 -0.53 -0.35 0.87
H 2.367000 22.043000 13.356000 -1.48 1.63 0.40
H 3.536000 21.032000 14.044000 0.58 -0.49 0.86
H 4.729000 21.279000 12.329000 -0.33 0.37 -0.36
```
Positions in Å, forces in eV/Å.

Results
- HOMO: -9.181 eV
- Relative energy (zero: lowest compared OMol25 entry of this formula, charge and spin): 809.46 kJ/mol
- Electronic energy: -1442.42033 Ha
- Total charge: 0

=====

(2)
A 8-piece molecular cluster, C10H36O8 overall at a distorted geometry, computed with ωB97M-V/def2-TZVPD.

```
54
Properties=species:S:1:pos:R:3:forces:R:3
C 2.205123 2.662528 1.691732 0.02 -0.28 -0.64
C 0.766431 3.062454 1.933325 0.25 1.04 0.43
C 0.693801 4.563766 2.221724 -0.30 0.36 0.50
O -0.021883 2.741901 0.790476 0.22 -0.28 -0.15
H 2.479795 2.991861 0.685147 -0.02 -0.15 -0.03
H 2.328969 1.583065 1.754567 0.08 -0.04 -0.09
H 2.923155 3.141362 2.354595 -0.26 0.02 0.31
H 0.361275 2.530365 2.802330 0.04 -0.03 -0.04
H 1.333510 5.216350 1.624352 0.10 -0.44 -0.36
H 0.983276 4.760791 3.258797 -0.10 -0.09 -0.01
H -0.325141 4.936587 2.086355 -0.02 -0.08 0.12
H -0.944298 2.881078 1.026701 -0.04 -0.04 -0.12
C -2.218961 -3.130307 2.718124 -0.19 0.62 -0.08
C -1.977626 -2.112885 1.599145 0.23 -0.75 -0.78
C -0.733186 -1.281469 1.807643 0.61 0.31 1.24
O -1.770623 -2.880198 0.389967 0.75 0.11 -0.26
H -2.335895 -2.673520 3.702719 -0.10 0.09 -0.08
H -1.372688 -3.813397 2.767138 0.03 -0.03 -0.10
H -3.121372 -3.692146 2.477580 -0.02 -0.11 0.17
H -2.822382 -1.461185 1.367747 -0.15 0.07 0.55
H -0.370277 -0.673358 0.979541 -0.43 -0.10 -0.26
H 0.115916 -1.868022 2.180963 -0.14 -0.40 -0.39
H -0.891294 -0.614053 2.664033 -0.29 0.17 -0.23
H -2.541206 -3.397137 0.142401 -0.17 0.09 0.18
C 2.992377 -2.113964 -4.349943 1.08 0.17 -0.41
C 3.557453 -1.903695 -2.951003 -0.96 0.61 0.61
O 3.758027 -3.128624 -2.245779 -0.66 0.35 -0.09
H 3.733944 -2.699106 -4.899966 -0.34 -0.21 -0.19
H 2.853857 -1.185862 -4.909580 0.15 0.18 0.26
H 2.014487 -2.591227 -4.361820 0.11 -0.27 0.33
H 2.825927 -1.262079 -2.430821 -0.04 -0.26 0.20
H 4.483883 -1.336742 -2.840378 0.21 -0.22 -0.77
H 2.854068 -3.423388 -2.043963 0.30 -0.22 0.23
C -3.206977 1.071912 -0.362958 0.41 0.67 -0.36
C -3.782446 2.338070 -0.962078 -1.25 -0.01 0.51
O -4.985025 2.649615 -0.214471 0.29 0.20 -0.09
H -3.807021 0.205691 -0.626582 0.12 -0.09 -0.05
H -3.159729 1.161286 0.723577 -0.03 0.05 0.03
H -2.190550 0.993316 -0.757198 -0.09 -0.54 0.08
H -4.110583 2.194040 -1.996701 0.55 -0.05 -0.07
H -3.085745 3.181272 -0.892305 0.05 -0.12 -0.10
H -5.402360 3.409386 -0.635940 0.00 -0.11 0.09
O 2.562229 -0.728575 0.209182 0.48 -0.02 0.22
H 3.365585 -1.033202 -0.243988 -0.23 -0.04 0.03
H 2.797703 -0.706291 1.145733 0.00 0.10 -0.13
O 1.112264 -2.953987 -0.557088 0.13 0.02 0.36
H 0.231978 -3.146793 -0.206141 0.00 -0.07 -0.07
H 1.481627 -2.268393 0.030514 -0.19 -0.28 -0.49
O -1.092543 -1.176153 -2.062949 0.08 0.21 0.14
H -0.996807 -1.718387 -1.267439 -0.08 0.08 -0.22
H -0.462745 -0.442655 -1.937435 -0.12 -0.18 -0.06
O 0.825618 0.975182 -1.481316 0.16 0.01 0.12
H 1.489066 0.446938 -1.002649 -0.30 0.32 -0.01
H 0.598040 1.717985 -0.895636 0.07 -0.34 0.00
```
Positions in Å, forces in eV/Å.

Results
- HOMO: -9.884 eV
- Relative energy (zero: lowest compared OMol25 entry of this formula, charge and spin): 0.00 kJ/mol
- Electronic energy: -1004.49719 Ha
- Total charge: 0

=====

(3)
C10H36O8 as an isolated structure at a distorted geometry, computed with ωB97M-V/def2-TZVPD.

```
54
Properties=species:S:1:pos:R:3:forces:R:3
C -1.647011 0.872372 2.455961 2.18 -1.32 -2.28
O -1.040401 2.110242 2.618951 -1.70 2.10 2.66
H -2.635161 0.554292 2.788361 -0.24 1.44 0.39
H -1.522801 0.825042 1.374101 -1.01 -0.99 0.47
H -0.995041 0.041072 2.724241 -0.27 0.54 1.39
H -0.122401 2.092002 2.338711 -0.26 -1.29 -0.17
C 2.788789 -2.836418 -0.451389 1.29 1.45 -0.67
O 3.429719 -3.629998 0.515241 -0.57 -0.73 0.20
H 3.615479 -2.306688 -0.924739 0.11 0.11 -0.30
H 2.269919 -3.337798 -1.268389 -0.36 -0.30 0.47
H 2.205839 -2.049208 0.026711 -0.29 -0.57 -0.18
H 2.705549 -4.131808 0.896501 0.19 -0.35 0.41
C 1.421149 2.920972 1.537801 0.10 -0.76 -0.49
O 1.254959 1.522242 1.498071 -10.53 8.05 3.71
H 1.054409 3.328742 0.595821 0.18 0.62 -0.08
H 0.836269 3.356182 2.348121 0.30 0.38 0.05
H 2.474229 3.157582 1.689861 0.27 0.43 -0.03
H 2.013609 1.051152 1.145771 -4.62 3.86 -0.46
C -1.625631 -2.923738 -1.159699 1.35 -0.78 0.87
O -0.200221 -2.809668 -1.326219 -0.75 -3.51 -0.27
H -1.899631 -2.463728 -0.210279 -0.11 0.34 -0.17
H -2.210691 -2.488878 -1.970079 0.28 -0.38 0.00
H -1.887961 -3.966358 -0.980219 0.14 -0.27 -0.60
H -0.052051 -1.871268 -1.188139 -0.31 -0.15 -0.64
C 3.383379 0.502642 -0.075549 0.52 -0.07 -2.02
O 2.794679 0.551392 1.196851 17.10 -9.80 -0.93
H 2.526659 0.222352 -0.688389 1.53 0.67 -0.44
H 3.763249 1.490112 -0.337659 0.03 0.06 -0.14
H 4.179449 -0.235388 -0.173959 -0.13 -0.04 0.20
H 3.571919 0.658232 1.750101 -0.47 0.25 1.16
C -0.785211 2.298562 -1.803919 0.04 1.87 -0.57
O -0.365841 1.023732 -2.269029 1.88 7.29 -5.31
H -0.211181 2.630702 -0.938889 0.10 -0.27 -0.01
H -0.687011 3.055062 -2.582499 0.42 -0.02 -0.16
H -1.856921 2.281802 -1.605749 1.02 0.15 0.13
H -0.007541 1.072822 -3.158299 -0.05 -0.09 -0.08
C 0.533339 -0.864938 1.155001 -0.97 -2.06 -0.14
C 0.539919 -0.268318 -0.287069 -1.90 0.08 0.51
O -0.609851 -0.613178 -1.145799 1.37 -3.94 6.22
H 0.513649 -1.954558 1.175921 0.25 -0.40 -0.79
H -0.380831 -0.714218 1.729171 0.68 0.29 -1.03
H 1.374329 -0.634288 1.808931 -0.63 0.04 -0.48
H 1.466359 -0.532628 -0.796929 -1.10 -0.65 -0.25
H 0.493159 0.815192 -0.177939 0.29 -0.38 -0.08
H -0.698391 0.157072 -1.711899 -0.86 -1.37 -0.03
C -3.521941 -0.598728 -0.970489 0.21 -0.35 0.88
C -2.898311 0.645922 -0.284519 -0.78 -3.85 -0.59
O -3.187601 1.651302 -1.164759 -2.43 2.31 0.45
H -3.610541 -1.398858 -0.235599 0.24 -0.28 -0.20
H -2.891551 -0.909278 -1.803719 -0.36 0.21 0.23
H -4.541841 -0.477438 -1.335439 -0.06 0.67 0.03
H -1.821681 0.481142 -0.242179 -0.69 0.28 0.02
H -3.271281 0.653002 0.739661 -0.38 1.07 -0.37
H -4.023461 1.994442 -0.840409 -0.29 0.44 -0.52
```
Positions in Å, forces in eV/Å.

Results
- HOMO: -8.698 eV
- Relative energy (zero: lowest compared OMol25 entry of this formula, charge and spin): 1471.72 kJ/mol
- Electronic energy: -1003.93664 Ha
- Total charge: 0

=====

(4)
A 9-piece molecular cluster, C10H38N4O9 overall at a distorted geometry, computed with ωB97M-V/def2-TZVPD.

```
61
Properties=species:S:1:pos:R:3:forces:R:3
N -1.402787 -1.807836 1.050738 0.38 2.08 -4.95
C -1.250787 -2.118836 2.278738 9.00 1.25 4.86
N -2.387787 -2.344836 2.778738 -4.22 -1.38 4.80
O -0.097787 -2.114836 2.971738 -4.67 0.06 -3.09
H -0.711787 -1.311836 0.507738 0.27 0.04 0.24
H -2.349787 -1.684836 0.677738 0.40 0.22 0.32
H -2.501787 -2.609836 3.729738 0.44 -0.19 0.65
H -3.022787 -2.785836 2.203738 -1.92 -0.62 -1.33
N 0.232213 -3.032836 -1.747262 -0.29 3.15 1.38
C -0.169787 -4.149836 -1.170262 1.11 -7.54 -3.21
N -1.043787 -4.057836 -0.194262 -1.43 0.36 2.53
O 0.150213 -5.387836 -1.681262 -1.17 5.80 2.10
H 0.787213 -3.037836 -2.534262 1.38 -0.72 -1.66
H 0.123213 -2.070836 -1.350262 -0.21 -1.55 -0.29
H -1.423787 -4.886836 0.235738 0.59 -0.37 -0.54
H -1.115787 -3.225836 0.442738 0.35 -1.10 -1.54
C -0.469787 2.945164 -0.360262 1.68 1.18 -0.32
C -0.417787 3.045164 -1.869262 -0.10 -1.62 1.26
O 0.170213 1.812164 -2.301262 -0.32 -0.94 -2.73
H -1.163787 2.237164 -0.062262 -1.79 -1.18 0.44
H -0.669787 3.901164 0.133738 0.11 -0.20 -0.12
H 0.458213 2.503164 0.027738 0.12 0.61 -0.06
H 0.159213 3.786164 -2.273262 1.93 2.31 -0.40
H -1.360787 3.258164 -2.285262 -1.66 -0.42 -0.53
H 0.094213 1.673164 -3.307262 0.12 0.54 2.34
C -3.307787 0.634164 0.418738 1.19 1.27 2.23
O -3.819787 -0.648836 0.487738 -2.17 -1.31 -1.14
H -2.722787 0.728164 -0.466262 0.48 0.49 -0.79
H -2.624787 0.765164 1.335738 -0.97 -0.07 -1.34
H -4.101787 1.389164 0.476738 0.23 -0.01 -0.10
H -4.506787 -0.696836 -0.225262 0.89 -0.27 0.94
C 3.865213 1.726164 -1.850262 -1.66 -0.32 -0.18
O 3.209213 2.519164 -0.900262 0.93 0.27 1.86
H 4.810213 2.198164 -1.951262 0.95 0.09 -0.90
H 3.221213 1.650164 -2.751262 0.91 0.07 0.08
H 3.994213 0.724164 -1.447262 0.18 -0.21 -0.05
H 2.336213 2.793164 -1.093262 -1.21 0.01 -0.73
C 3.961213 0.978164 3.157738 -1.65 -0.68 0.26
O 4.274213 1.859164 2.132738 0.16 0.80 -1.77
H 4.866213 0.697164 3.675738 0.35 -0.20 0.05
H 3.454213 0.064164 2.752738 0.42 0.54 0.60
H 3.284213 1.452164 3.924738 0.45 -0.43 -0.73
H 3.773213 1.748164 1.282738 0.38 0.06 1.53
C 0.491213 0.963164 2.591738 -1.33 -1.74 2.86
O 1.112213 2.217164 2.629738 0.26 0.65 -0.25
H 1.156213 0.050164 2.617738 -0.39 1.21 -0.43
H -0.293787 0.856164 1.835738 0.50 0.25 -0.40
H -0.100787 0.839164 3.566738 0.63 -0.07 -1.17
H 1.017213 2.591164 3.519738 0.13 -0.28 -0.60
C -2.405787 -1.290836 -3.015262 -1.20 1.08 -3.11
O -3.030787 -0.009836 -2.950262 -0.77 2.02 -0.34
H -1.710787 -1.293836 -2.252262 1.86 -0.60 1.13
H -2.052787 -1.503836 -4.070262 0.16 0.09 1.40
H -3.200787 -1.981836 -2.825262 -0.30 -0.63 0.25
H -2.783787 0.737164 -3.560262 0.13 -1.93 0.72
C 1.456213 -0.336836 -0.320262 2.04 -1.67 0.91
O 0.116213 -0.294836 -0.662262 -0.60 -1.60 1.08
H 1.784213 0.517164 0.209738 0.00 1.06 1.06
H 2.097213 -0.300836 -1.186262 0.15 -0.54 -0.66
H 1.726213 -1.256836 0.305738 -0.66 1.17 -0.92
H 0.042213 0.384164 -1.297262 -0.59 1.71 -1.50
```
Positions in Å, forces in eV/Å.

Results
- HOMO: -8.425 eV
- Relative energy (zero: lowest compared OMol25 entry of this formula, charge and spin): 359.62 kJ/mol
- Electronic energy: -1299.81144 Ha
- Total charge: 0